A 4-piece molecular cluster, C14H24O10S overall in a non-equilibrium geometry, computed with ωB97M-V/def2-TZVPD.

Computed properties:
Highest occupied orbital energy (Eh): -0.3258
LUMO level (Eh): 0.0063
Total charge: 0
Gap between HOMO and LUMO (eV): 9.04

```
49
C14H24O10S ωB97M-V/def2-TZVPD
C 1.03367 2.43165 -2.33290
C 0.96574 2.74174 -0.82040
C -0.45764 2.64340 -0.33818
O -0.33580 2.09599 0.88212
C 0.94344 1.69487 1.05492
O 1.45243 1.21115 2.05975
O 1.60330 1.76127 -0.10706
H 0.31547 2.97261 -2.94906
H 0.86812 1.37823 -2.55871
H 1.96674 2.61693 -2.86502
H 1.41525 3.72775 -0.70282
H -1.21509 1.98682 -0.76626
H -0.84467 3.66115 -0.28813
C -0.92277 -1.86061 2.65250
C -1.75446 -1.52806 1.42406
C -1.02344 -1.32916 0.10078
O -1.86534 -2.04682 -0.80462
C -2.72484 -2.83024 -0.16184
O -3.38350 -3.66318 -0.66928
O -2.53131 -2.63975 1.12495
H -1.52983 -1.67059 3.53763
H -0.01325 -1.25995 2.64326
H -0.57373 -2.86622 2.88706
H -2.49597 -0.76936 1.67433
H -0.02624 -1.72597 0.29114
H -0.99933 -0.24785 -0.03450
C -2.88120 -0.95915 -4.42401
C -1.25442 -1.03767 -4.35464
C -0.58299 -2.34708 -4.64765
O 0.46436 -2.01120 -5.48219
C 0.34597 -0.79896 -5.94592
O 1.07979 -0.33710 -6.77204
O -0.66140 -0.18192 -5.32012
H -3.36106 -1.72649 -3.81654
H -3.20762 -1.08570 -5.45626
H -3.04194 0.08209 -4.14455
H -0.86136 -0.68701 -3.40036
H -1.34265 -2.88308 -5.21660
H -0.18281 -2.90197 -3.79909
C 3.11391 1.17296 4.47600
S 3.78489 1.38493 6.24169
O 3.62434 2.83930 6.44269
C 2.33804 0.50235 6.99410
H 3.89304 1.29423 3.72345
H 2.25085 1.82598 4.34643
H 2.82810 0.12651 4.36937
H 1.53264 1.11569 6.59007
H 2.13735 0.61810 8.05920
H 2.11706 -0.49082 6.60309
```

Charges computed using Mulliken, reported in e:
1 C -1.55
2 C 0.68
3 C -0.49
4 O -0.33
5 C 0.66
6 O -0.54
7 O -0.33
8 H 0.38
9 H 0.29
10 H 0.41
11 H 0.28
12 H 0.29
13 H 0.31
14 C -1.44
15 C 0.50
16 C 0.09
17 O -0.24
18 C 0.54
19 O -0.53
20 O -0.39
21 H 0.36
22 H 0.30
23 H 0.38
24 H 0.25
25 H 0.35
26 H -0.20
27 C -1.37
28 C 0.84
29 C -0.33
30 O -0.34
31 C 0.67
32 O -0.57
33 O -0.39
34 H 0.36
35 H 0.40
36 H 0.35
37 H -0.17
38 H 0.30
39 H 0.27
40 C -0.89
41 S 0.45
42 O -0.59
43 C -0.95
44 H 0.39
45 H 0.29
46 H 0.30
47 H 0.30
48 H 0.35
49 H 0.35